ORCA calculation (wB97M-V/def2-TZVPD) on one molecule with the formula C3H6O3 in a non-equilibrium geometry.

```
12
Properties=species:S:1:pos:R:3:forces:R:3
C -0.77782 1.11007 -1.34162 -0.26 -1.44 -1.49
O -0.25140 1.26023 -0.05268 -0.84 -2.06 1.14
C -0.35463 -0.11050 0.36555 -0.01 1.33 2.20
O -1.34668 -0.78076 0.48714 0.84 0.89 -0.67
C 0.98695 -0.44670 0.89439 0.49 -0.10 0.00
O 1.21181 -1.79469 1.09470 0.23 -0.80 0.28
H -0.65245 0.00458 -1.54676 0.07 1.25 -1.18
H -1.86640 1.19565 -1.36080 0.12 0.75 -0.21
H -0.18435 1.72081 -2.02756 -0.58 -0.03 -0.05
H 1.77065 -0.08286 0.23046 -0.10 0.07 -0.01
H 1.03517 0.16084 1.81425 0.16 -0.07 0.00
H 0.42917 -2.23667 1.44293 -0.12 0.21 -0.03
```
Positions in Å, forces in eV/Å.

Computed properties:
calculated total energy = -343.5824 hartree
energy above the lowest of the compared OMol25 structures with the same formula, charge and spin = 45.3 kcal per mole
multiplicity = 1
highest occupied orbital energy = -10.498 eV
SMILES = COC(=O)CO
orbital gap = 11.19 eV

Atom charges from the Löwdin analysis, given in e for atoms 1 to 8:
1. C -0.098
2. O -0.080
3. C -0.458
4. O 0.146
5. C -0.193
6. O -0.018
7. H 0.107
8. H 0.098

ORCA calculation (wB97M-V/def2-TZVPD) on a 2-piece molecular cluster, C3H6O3 overall in a non-equilibrium geometry.

```
12
Properties=species:S:1:pos:R:3:forces:R:3
C 0.87190 1.30507 -0.96073 0.97 0.80 -2.71
C 0.73907 1.39484 0.46422 -2.72 0.72 3.35
O -0.08522 0.78176 1.15899 1.62 0.71 -1.71
H 1.76630 0.71128 -1.12774 0.26 -0.25 -0.29
H 1.03998 2.25884 -1.56401 -0.05 -0.84 1.40
H 0.05589 0.83481 -1.46398 -0.62 -0.67 -0.01
H 1.28528 2.21017 0.98055 0.48 -0.41 -0.14
O 0.14513 -2.13422 0.58360 1.06 -0.41 0.25
C -1.00977 -2.29565 0.73289 -2.25 1.99 -1.38
O -1.94132 -1.39925 -0.01243 1.70 -1.63 1.92
H -1.46702 -3.07920 1.42447 -0.07 1.13 -1.15
H -1.40022 -0.58846 -0.21583 -0.37 -1.14 0.47
```
Positions in Å, forces in eV/Å.

Computed properties:
calculated total energy = -343.5915 hartree
energy above the lowest of the compared OMol25 structures with the same formula, charge and spin = 39.6 kcal per mole
multiplicity = 1
highest occupied orbital energy = -10.258 eV
SMILES = CC=O.O=CO
orbital gap = 11.11 eV

Atom charges from the Löwdin analysis, given in e for atoms 1 to 8:
1. C -0.065
2. C -0.300
3. O 0.014
4. H 0.095
5. H 0.115
6. H 0.069
7. H 0.122
8. O 0.067

ORCA calculation (wB97M-V/def2-TZVPD) on one molecule with the formula C3H6O3 in a non-equilibrium geometry.

```
12
Properties=species:S:1:pos:R:3:forces:R:3
C 0.62405 1.04005 -0.41881 0.04 0.70 -2.36
C 0.02668 -0.29045 -0.11023 -4.07 -0.20 0.40
O 0.39783 -1.34974 -0.87417 1.71 -0.02 2.66
O -1.70413 -0.19039 -0.35825 3.24 1.55 1.48
C 0.03409 -0.74186 1.36072 1.66 0.26 1.28
O 0.33063 0.01550 2.28074 -1.01 -1.44 -1.79
H 0.00110 1.90708 -0.10048 0.96 -0.72 0.55
H 1.70960 1.02474 -0.19432 -0.76 0.40 0.54
H 0.62584 1.17830 -1.54535 -0.16 -0.45 1.05
H -0.07470 -1.38110 -1.65520 -1.59 0.13 -2.69
H -1.92251 0.67435 0.11891 0.30 -1.72 -0.97
H -0.04847 -1.88648 1.49645 -0.33 1.51 -0.15
```
Positions in Å, forces in eV/Å.

Computed properties:
calculated total energy = -343.5668 hartree
energy above the lowest of the compared OMol25 structures with the same formula, charge and spin = 55.1 kcal per mole
multiplicity = 1
highest occupied orbital energy = -10.231 eV
SMILES = CC(O)(O)C=O
orbital gap = 10.60 eV

Atom charges from the Löwdin analysis, given in e for atoms 1 to 8:
1. C -0.019
2. C -0.468
3. O 0.068
4. O -0.114
5. C -0.160
6. O 0.055
7. H 0.102
8. H 0.108

ORCA calculation (wB97M-V/def2-TZVPD) on a 2-piece molecular cluster, C3H6O3S overall in a non-equilibrium geometry.

```
13
Properties=species:S:1:pos:R:3:forces:R:3
O 0.55753 1.18629 0.57245 0.03 0.35 0.13
C -0.09304 0.52602 -0.29551 0.40 -0.60 0.42
O -0.54175 0.94987 -1.37344 -0.06 0.19 -0.24
C -0.40422 -0.94524 0.09834 -1.31 -0.07 -0.31
C -0.49862 -1.98922 -1.02221 0.63 0.15 -0.38
S -1.30461 -3.57066 -0.57643 -0.05 -0.13 0.13
H -1.45647 -0.89025 0.42371 0.11 0.10 0.25
H 0.13233 -1.29969 0.97704 0.36 0.09 -0.14
H -1.03385 -1.52029 -1.84993 -0.06 0.01 0.09
H 0.50065 -2.21757 -1.42886 -0.07 0.09 0.18
H 2.10133 3.03512 1.42799 -0.19 0.20 0.04
H 0.64823 3.08423 1.37840 0.12 -0.10 -0.16
O 1.39249 3.65138 1.66845 0.08 -0.27 -0.02
```
Positions in Å, forces in eV/Å.

Computed properties:
total charge = -2
calculated total energy = -741.8244 hartree
energy above the lowest of the compared OMol25 structures with the same formula, charge and spin = 6.9 kcal per mole
multiplicity = 1
highest occupied orbital energy = 0.585 eV
orbital gap = 5.60 eV

Atom charges from the Löwdin analysis, given in e for atoms 1 to 8:
1. O -0.132
2. C -0.735
3. O -0.083
4. C -0.250
5. C -0.815
6. S -0.069
7. H 0.081
8. H 0.078